{
  "formula": "C29H58O13",
  "method": "ωB97M-V with the def2-TZVPD basis set",
  "elements": ["O", "C", "O", "C", "C", "C", "H", "H", "H", "H", "H", "H", "H", "H", "O", "C", "O", "C", "C", "C", "H", "H", "H", "H", "H", "H", "H", "H", "O", "C", "O", "C", "C", "C", "H", "H", "H", "H", "H", "H", "H", "H", "O", "C", "O", "C", "C", "C", "H", "H", "H", "H", "H", "H", "H", "H", "O", "C", "O", "C", "C", "C", "H", "H", "H", "H", "H", "H", "H", "H", "C", "C", "O", "C", "H", "H", "H", "H", "H", "H", "C", "C", "O", "C", "H", "H", "H", "H", "H", "H", "C", "C", "O", "C", "H", "H", "H", "H", "H", "H"],
  "positions_angstrom": [[-0.1562, 2.7661, -3.2015], [0.9140, 2.4262, -3.6928], [1.1513, 1.2107, -4.3707], [0.0373, 0.3801, -4.7899], [0.6609, -0.7568, -5.5731], [2.2020, 3.1057, -3.3440], [-0.7067, 1.0363, -5.2652], [-0.4872, -0.0278, -3.9620], [1.3053, -0.5924, -6.2480], [0.0156, -1.3317, -6.1171], [1.2497, -1.3788, -5.0351], [2.3189, 3.7483, -4.0968], [2.9977, 2.4492, -3.3816], [1.8970, 3.7107, -2.4432], [1.4325, 1.1922, -0.9784], [0.8294, 0.2229, -0.9722], [-0.4611, 0.0679, -0.5336], [-1.1367, 1.2682, -0.0658], [-2.5785, 0.9863, 0.5787], [1.3578, -1.0071, -1.5068], [-1.2044, 1.9961, -0.7709], [-0.4191, 1.8190, 0.7169], [-2.4449, 0.0371, 1.1018], [-3.4164, 0.8600, -0.1883], [-2.7547, 1.8285, 1.1826], [1.4127, -1.7757, -0.8232], [2.4939, -0.8841, -1.7496], [0.9631, -1.4467, -2.3311], [1.5231, 1.3473, 6.2492], [2.4607, 0.9321, 5.5057], [2.6528, 1.5444, 4.2115], [1.8123, 2.5682, 3.8006], [2.2386, 2.8431, 2.3313], [3.4203, -0.2292, 5.7039], [1.7326, 3.4986, 4.5190], [0.7885, 2.2315, 3.7495], [1.7654, 3.9258, 2.0639], [2.0094, 2.2555, 1.4882], [3.4003, 3.0321, 2.0904], [3.0473, -0.7128, 6.4367], [4.4554, 0.1982, 5.9781], [3.3884, -0.8361, 4.7586], [2.4251, -5.0199, 2.6647], [2.8852, -4.0996, 3.3047], [2.4886, -2.8783, 3.4612], [1.2836, -2.4929, 2.8758], [0.7734, -1.0960, 3.3636], [4.1219, -4.4772, 4.1149], [0.4708, -3.3293, 2.8934], [1.3315, -2.3860, 1.8176], [1.5729, -0.3705, 3.2599], [0.6294, -1.0464, 4.2772], [-0.0098, -0.7325, 2.7186], [4.9114, -4.1349, 3.6916], [4.4423, -5.5076, 3.7851], [3.9155, -4.4640, 5.1199], [-1.4393, 3.9853, 2.5569], [-2.1997, 4.8453, 1.9678], [-3.1844, 5.6408, 2.5286], [-3.5327, 5.3287, 3.8813], [-4.7158, 6.2764, 4.2996], [-2.1123, 5.0461, 0.5346], [-2.5560, 5.3543, 4.4960], [-3.8401, 4.3071, 3.8150], [-5.2600, 5.9389, 5.0903], [-5.3581, 6.1143, 3.5341], [-4.4067, 7.4138, 4.4974], [-2.3903, 4.2091, -0.0722], [-1.1539, 5.0904, 0.2255], [-2.6090, 5.9189, 0.0466], [-3.5119, 0.9644, -3.3884], [-4.8044, 0.8125, -4.1291], [-4.9998, 1.3463, -5.2747], [-6.0751, 0.4161, -3.4080], [-2.6103, 1.3405, -3.8786], [-3.1337, -0.1122, -3.0955], [-3.5411, 1.7044, -2.5358], [-6.7674, 0.8094, -3.9334], [-6.1834, 0.6384, -2.3902], [-6.1400, -0.6183, -3.2354], [2.4675, -5.9281, -3.0184], [2.9372, -4.5318, -3.1482], [2.1127, -3.5488, -3.2990], [4.4207, -4.2543, -3.0054], [1.3214, -6.2112, -2.7077], [3.1470, -6.5050, -2.3140], [2.7578, -6.6383, -3.8008], [4.6702, -4.1206, -1.8090], [4.8023, -3.4906, -3.7984], [4.9060, -5.1114, -3.1858], [-0.7247, -3.9884, -0.0291], [-1.9001, -3.8589, -1.0472], [-2.9591, -4.6619, -0.7622], [-1.9131, -2.8279, -2.0971], [-0.8900, -4.4048, 0.9376], [-0.3600, -2.9781, 0.4339], [-0.0940, -4.3941, -0.5355], [-0.8494, -3.0014, -2.7029], [-1.8694, -1.9665, -1.7960], [-2.8676, -2.8229, -2.8206]],
  "lowdin_charge": [0.073, -0.460, -0.034, -0.170, -0.024, 0.029, 0.126, 0.086, 0.012, 0.068, 0.043, 0.040, 0.070, 0.127, 0.170, -0.591, -0.025, -0.181, -0.027, 0.017, 0.050, 0.151, 0.066, 0.079, 0.028, 0.046, 0.149, 0.021, 0.054, -0.386, -0.097, -0.279, -0.080, 0.039, 0.161, 0.097, 0.112, 0.005, 0.112, 0.003, 0.135, 0.096, 0.094, -0.544, 0.038, -0.193, 0.005, 0.043, 0.152, 0.082, 0.072, -0.014, 0.087, 0.010, 0.118, 0.065, 0.020, -0.431, -0.037, -0.203, -0.038, 0.011, 0.148, 0.107, 0.028, 0.028, 0.134, 0.082, 0.052, 0.117, -0.028, -0.398, 0.017, -0.004, 0.048, 0.111, 0.100, 0.013, 0.074, 0.079, -0.058, -0.449, -0.024, -0.034, 0.146, 0.096, 0.079, 0.161, 0.126, 0.000, 0.014, -0.315, -0.056, -0.019, 0.076, 0.106, -0.041, 0.159, -0.067, 0.143],
  "charge": 0,
  "e_above_lowest_kcal_mol": 298.26,
  "e_homo_ev": -9.494,
  "multiplicity": 1,
  "smiles": "CCOC(C)=O.CCOC(C)=O.CCOC(C)=O.CCOC(C)=O.CCOC(C)=O.CC(C)=O.CC(C)=O.CC(C)=O",
  "orbital_gap_ev": 9.73
}

***

{
  "formula": "C3H7K2O5S",
  "method": "ωB97M-V with the def2-TZVPD basis set",
  "elements": ["K", "K", "C", "O", "H", "H", "H", "C", "C", "O", "S", "O", "O", "O", "H", "H", "H", "H"],
  "positions_angstrom": [[-0.2497, -2.9624, 3.5793], [-1.2321, 0.2924, 4.1366], [0.3338, -0.4294, 2.2407], [-0.7307, -1.1986, 2.7077], [0.4577, 0.5062, 2.7862], [1.3175, -0.8916, 2.3235], [0.2979, -0.2392, 1.1681], [0.5831, 0.9517, -0.8888], [0.8073, -0.3642, -1.5722], [-0.3652, -0.6053, -2.3625], [-1.2943, 0.6883, -2.5862], [-2.6935, 0.4346, -2.5496], [-0.7665, 1.4798, -3.7167], [-0.7029, 1.3613, -1.1579], [1.1571, 1.8388, -1.1563], [0.5890, 0.7176, 0.1758], [0.8825, -1.1497, -0.8202], [1.6091, -0.4303, -2.3075]],
  "lowdin_charge": [1.026, 1.037, -0.349, -0.851, 0.027, 0.081, 0.037, -0.230, -0.137, -0.203, 0.726, -0.204, -0.249, -0.199, 0.147, 0.074, 0.124, 0.142],
  "charge": 1,
  "e_above_lowest_kcal_mol": 57.89,
  "e_homo_ev": -12.797,
  "multiplicity": 1,
  "orbital_gap_ev": 8.78
}

***

{
  "formula": "C24H22BrFN4OPdSi",
  "method": "ωB97M-V with the def2-TZVPD basis set",
  "elements": ["Pd", "C", "Si", "C", "C", "N", "C", "C", "C", "C", "C", "C", "F", "H", "H", "H", "H", "H", "H", "H", "H", "H", "H", "H", "H", "H", "Br", "C", "C", "C", "C", "C", "C", "N", "N", "C", "C", "C", "C", "O", "C", "N", "C", "C", "C", "C", "H", "H", "H", "H", "H", "H", "H", "H", "H"],
  "positions_angstrom": [[-0.0856, 0.1636, -0.5288], [-1.2582, 0.0140, -3.5045], [0.0291, -1.1308, -2.7864], [0.5688, -2.4743, -3.9285], [1.5922, -0.1984, -2.1707], [-0.8160, -2.1782, -1.5955], [-0.5494, -3.2932, -0.7585], [-1.5534, -4.3639, -0.7321], [-1.2908, -5.1199, 0.4563], [-0.1849, -4.1550, 2.1786], [0.6406, -2.8997, 2.1668], [1.1813, -2.7687, 0.9657], [1.9704, -1.7672, 0.5703], [-1.1011, 0.1010, -4.5817], [-1.2534, 1.0307, -3.1052], [-2.2546, -0.4032, -3.3513], [1.0238, -2.0678, -4.8333], [-0.2833, -3.0794, -4.2413], [1.3129, -3.1235, -3.4637], [1.7847, 0.5746, -2.9175], [2.4346, -0.8877, -2.1489], [1.6937, 0.3527, -1.1971], [-2.4625, -4.3425, -1.3103], [-1.7698, -6.0767, 0.6195], [-0.0467, -4.7355, 3.0894], [0.7776, -2.2363, 3.0071], [-9.6475, -6.9902, 4.2815], [-8.1199, -5.9333, 4.2352], [-7.4582, -5.7429, 3.0081], [-6.3282, -4.9717, 2.9693], [-5.8622, -4.3851, 4.1636], [-6.5165, -4.5820, 5.3931], [-7.6541, -5.3545, 5.4203], [-4.7594, -3.5882, 4.2064], [-4.0333, -3.3573, 3.2583], [-3.6495, -2.5448, 2.3471], [-4.4610, -1.3391, 2.1521], [-4.0506, -0.3867, 1.3093], [-2.7776, -0.5812, 0.6236], [-2.1573, 0.3565, 0.1252], [-2.1559, -1.9163, 0.6216], [-1.0365, -2.0282, -0.1945], [0.7259, -3.7766, -0.0480], [0.1660, -4.8849, 0.8812], [-1.7218, -4.1134, 1.8404], [-2.4466, -2.8578, 1.5774], [-7.8430, -6.2080, 2.1122], [-5.7942, -4.8158, 2.0414], [-6.1299, -4.1238, 6.2927], [-8.1852, -5.5214, 6.3462], [-5.3601, -1.2134, 2.7390], [-4.5798, 0.5483, 1.1911], [1.4917, -4.1065, -0.7495], [0.8158, -5.7507, 0.9695], [-2.2947, -4.7575, 2.5030]],
  "nbo_charge": [0.356, -1.134, 1.713, -1.142, -1.141, -0.568, 0.212, 0.040, -0.258, -0.226, -0.296, 0.476, -0.301, 0.266, 0.260, 0.251, 0.273, 0.255, 0.244, 0.279, 0.269, 0.227, 0.245, 0.273, 0.253, 0.256, 0.239, 0.008, -0.250, -0.098, -0.009, -0.072, -0.250, 0.060, -0.050, 0.195, -0.171, -0.203, 0.499, -0.508, 0.091, -0.167, -0.333, -0.184, -0.159, -0.034, 0.259, 0.223, 0.261, 0.266, 0.252, 0.274, 0.268, 0.261, 0.247],
  "charge": 2,
  "e_above_lowest_kcal_mol": 147.24,
  "e_homo_ev": [-12.965, -12.939],
  "multiplicity": 1,
  "orbital_gap_ev": [4.83, 4.81]
}

***

{
  "formula": "C33H60N6O8P2",
  "method": "ωB97M-V with the def2-TZVPD basis set",
  "elements": ["C", "O", "C", "C", "C", "C", "C", "C", "C", "C", "C", "C", "C", "C", "C", "C", "C", "O", "C", "C", "C", "O", "O", "C", "O", "C", "O", "H", "H", "H", "H", "H", "H", "H", "H", "H", "H", "H", "H", "H", "H", "H", "H", "H", "H", "H", "H", "H", "H", "H", "H", "O", "P", "N", "C", "C", "N", "C", "C", "N", "C", "C", "H", "H", "H", "H", "H", "H", "H", "H", "H", "H", "H", "H", "H", "H", "H", "H", "H", "H", "O", "P", "N", "C", "C", "N", "C", "C", "N", "C", "C", "H", "H", "H", "H", "H", "H", "H", "H", "H", "H", "H", "H", "H", "H", "H", "H", "H", "H"],
  "positions_angstrom": [[7.9006, -1.9210, -4.1887], [7.6070, -2.6923, -5.3415], [6.3097, -3.2742, -5.3203], [5.5540, -2.9517, -6.6172], [4.0222, -2.9355, -6.4215], [3.3469, -1.6269, -6.9366], [2.6081, -0.9585, -5.8131], [2.9930, 0.1682, -5.1889], [4.2627, 0.8794, -5.6285], [4.5272, 2.2948, -5.0541], [4.9391, 3.2297, -6.1763], [6.2581, 3.3816, -6.5764], [6.5945, 4.2701, -7.5906], [5.5988, 5.0143, -8.2017], [4.2713, 4.8730, -7.8248], [3.9525, 3.9799, -6.8124], [2.1585, 0.6452, -4.0492], [2.6014, 1.3281, -3.1479], [0.7246, 0.2393, -3.9735], [-0.2606, 1.0369, -3.1719], [-1.4993, 1.4553, -3.9317], [-2.5288, 1.6545, -3.3540], [-1.4152, 1.5656, -5.2918], [0.3507, -0.8702, -4.6037], [-0.9230, -1.3621, -4.5853], [1.3549, -1.6501, -5.3901], [1.1228, -2.7994, -5.6913], [7.4805, -2.3772, -3.2889], [8.9828, -1.8708, -4.0933], [7.4808, -0.9154, -4.3058], [5.7192, -2.9087, -4.4747], [6.4444, -4.3551, -5.2244], [5.8126, -3.7402, -7.3260], [5.9222, -2.0155, -7.0366], [3.5926, -3.7536, -6.9969], [3.7578, -3.1313, -5.3834], [2.5962, -1.9119, -7.6748], [4.0698, -0.9721, -7.4112], [5.1167, 0.2193, -5.4649], [4.1736, 0.9964, -6.7098], [5.3647, 2.2285, -4.3607], [3.6587, 2.7371, -4.5847], [7.0520, 2.8143, -6.1027], [7.6235, 4.4128, -7.8914], [5.8542, 5.7218, -8.9811], [3.4871, 5.4419, -8.3056], [2.9209, 3.8755, -6.4936], [-0.6149, 0.3954, -2.3621], [0.2306, 1.8749, -2.6770], [-1.9726, 0.8692, -5.6658], [-1.0670, -1.9026, -3.7981], [-0.4123, -1.0749, 1.1219], [-0.4068, 0.0323, 2.1295], [1.0218, 0.8627, 1.7787], [1.9459, 1.4559, 2.7189], [1.3609, 1.1036, 0.3900], [-0.2736, -0.8825, 3.5961], [1.0373, -1.1800, 4.1424], [-1.1228, -2.0675, 3.6106], [-1.1546, 1.3289, 2.9482], [-1.4786, 2.5110, 2.1328], [-2.2161, 1.0601, 3.9362], [2.3334, 2.4058, 2.3377], [2.8000, 0.7947, 2.8997], [1.4695, 1.6784, 3.6736], [0.9591, 2.0678, 0.0467], [0.9660, 0.3248, -0.2607], [2.4416, 1.1154, 0.2343], [1.7163, -1.6277, 3.4022], [0.9354, -1.8784, 4.9748], [1.5062, -0.2894, 4.5606], [-0.6900, -2.9032, 3.0477], [-2.1003, -1.8500, 3.1768], [-1.2919, -2.3844, 4.6431], [-1.1376, 3.4112, 2.6495], [-2.5506, 2.6029, 1.9456], [-0.9873, 2.4788, 1.1612], [-1.7947, 0.7371, 4.8831], [-2.9187, 0.3010, 3.5904], [-2.7820, 1.9681, 4.1445], [-4.2763, -0.2420, 6.4349], [-5.7293, -0.4157, 6.7706], [-5.6712, -0.7571, 8.4247], [-6.4274, -1.7619, 9.1400], [-4.8494, 0.0744, 9.2869], [-5.9941, -1.8632, 5.8371], [-5.7544, -3.1632, 6.4363], [-5.4108, -1.7963, 4.5025], [-7.4100, -0.0879, 6.7380], [-7.8561, 1.0961, 7.4928], [-8.1655, -0.2216, 5.4805], [-6.7398, -1.3896, 10.1206], [-5.8264, -2.6629, 9.3002], [-7.3389, -2.0406, 8.6123], [-5.4202, 0.9175, 9.6997], [-3.9961, 0.4792, 8.7447], [-4.4525, -0.5053, 10.1227], [-4.7628, -3.2393, 6.9049], [-5.8272, -3.9368, 5.6699], [-6.5159, -3.4083, 7.1755], [-4.3313, -1.9907, 4.5041], [-5.5670, -0.8106, 4.0587], [-5.8993, -2.5246, 3.8498], [-8.7166, 0.8282, 8.1099], [-8.1422, 1.9217, 6.8376], [-7.0756, 1.4693, 8.1542], [-8.3811, -1.2682, 5.2833], [-7.6347, 0.1951, 4.6234], [-9.1215, 0.2953, 5.5650]],
  "lowdin_charge": [-0.108, -0.196, -0.231, -0.157, -0.161, -0.110, -0.100, -0.051, -0.091, -0.127, -0.243, -0.045, -0.085, -0.103, -0.083, -0.045, -0.263, 0.115, -0.060, -0.021, -0.493, 0.133, 0.089, -0.191, 0.084, -0.258, 0.143, 0.084, 0.085, 0.079, 0.109, 0.126, 0.109, 0.108, 0.108, 0.105, 0.123, 0.100, 0.119, 0.119, 0.117, 0.097, 0.112, 0.101, 0.099, 0.101, 0.114, 0.138, 0.130, 0.124, 0.141, -0.307, 0.641, -0.315, -0.130, -0.131, -0.326, -0.131, -0.151, -0.289, -0.113, -0.113, 0.081, 0.080, 0.073, 0.073, 0.058, 0.085, 0.088, 0.080, 0.058, 0.081, 0.059, 0.083, 0.087, 0.081, 0.060, 0.077, 0.068, 0.080, -0.300, 0.664, -0.319, -0.131, -0.126, -0.336, -0.130, -0.152, -0.291, -0.115, -0.112, 0.081, 0.081, 0.073, 0.072, 0.069, 0.083, 0.089, 0.081, 0.057, 0.067, 0.065, 0.084, 0.089, 0.080, 0.062, 0.079, 0.078, 0.079],
  "charge": 0,
  "e_above_lowest_kcal_mol": 0.00,
  "e_homo_ev": -8.011,
  "multiplicity": 1,
  "smiles": "COCCCCC1=C(CCc2ccccc2)C(=O)C(CC(=O)O)=C(O)C1=O.CN(C)P(=O)(N(C)C)N(C)C.CN(C)P(=O)(N(C)C)N(C)C",
  "orbital_gap_ev": 6.90
}